(1)
{"formula": "C12H17N", "method": "ωB97M-V with the def2-TZVPD basis set", "species": ["C", "C", "C", "C", "N", "C", "C", "C", "C", "C", "C", "H", "H", "H", "H", "H", "H", "H", "H", "H", "H", "H", "C", "C", "H", "H", "H", "H", "H", "H"], "positions_angstrom": [[3.24555, 0.18386, -1.18488], [2.24025, -0.59815, -1.98115], [0.91785, -0.42837, -1.34117], [0.22133, -1.33977, -0.66980], [-0.88308, -0.69262, 0.11853], [-0.77345, 0.68090, -0.32540], [-1.37379, 1.83226, 0.32835], [-1.14878, 3.16777, -0.07083], [-0.08264, 3.18771, -1.06188], [0.58842, 2.07684, -1.66710], [0.30156, 0.84327, -1.27252], [3.10741, 1.35686, -1.12228], [4.15710, -0.16807, -1.61165], [3.31172, 0.14172, -0.04055], [2.17131, -0.21809, -3.01358], [2.47271, -1.66528, -1.84183], [0.60037, -2.33582, -0.58587], [-1.81837, -1.10859, -0.04323], [-2.19875, 1.70466, 1.06738], [-1.46093, 4.06295, 0.45544], [0.09737, 4.15214, -1.48516], [1.38329, 2.33002, -2.39084], [-2.05789, -1.65134, 3.05081], [-1.78050, -2.70170, 2.05608], [-1.41449, -1.60219, 3.89908], [-1.59001, -0.76389, 2.56836], [-3.06870, -1.52606, 3.33297], [-0.81005, -2.63058, 1.46897], [-2.43467, -2.61289, 1.16402], [-1.92012, -3.67755, 2.19971]], "atomic_forces_ev_per_a": [[0.5307, 2.9617, 2.0591], [-1.2726, -0.3231, 1.1475], [0.1597, -0.2207, -1.2872], [-1.4001, 1.1805, 1.2580], [1.3851, 0.1863, -2.5820], [-0.2100, 1.5894, 1.1669], [-1.7445, -0.7740, -0.2188], [3.6310, -3.1115, -1.6595], [-1.3028, 0.1747, -0.2487], [0.2653, 4.7101, -0.2647], [-2.8362, -2.0660, 3.2353], [0.4222, -2.1672, -1.3510], [1.3627, 0.7099, 0.1045], [-0.4800, -1.3497, -1.4766], [0.4567, -0.5803, 0.2021], [0.2688, 0.2510, -0.8983], [-0.6349, -0.6599, 0.4892], [0.8839, 0.3702, 0.3708], [0.8975, -0.4266, -0.3692], [-0.3258, -0.2784, -0.2818], [0.5935, 0.5382, -0.1669], [-0.4960, -0.2996, 0.4313], [2.1633, 1.7059, -0.7831], [1.0773, 1.8463, -4.0038], [0.2688, -0.9798, 1.1549], [-1.2496, 0.1632, 0.0276], [-0.9975, 0.2339, 0.1605], [-0.6654, 0.1368, 1.5161], [-0.3220, 0.4778, 0.4381], [-0.4291, -3.9988, 1.8295]], "e_homo_ha": -0.30456, "gap_ev": 9.2, "e_lumo_ev": 0.94, "multiplicity": 1, "e_tot_ha": -522.1005, "smiles": "CCc1c[nH]c2ccccc12.CC", "de_lowest_kcal_mol": 75.1}

---

(2)
{"formula": "C7H12N2", "method": "ωB97M-V with the def2-TZVPD basis set", "species": ["C", "C", "C", "C", "N", "C", "C", "C", "N", "H", "H", "H", "H", "H", "H", "H", "H", "H", "H", "H", "H"], "positions_angstrom": [[1.45114, 1.72930, -0.78811], [0.11796, 1.01417, -1.19072], [-0.49429, 1.36168, -2.51408], [-0.01149, 0.03842, -0.35443], [0.07393, -0.68880, 0.67647], [0.96459, -1.84311, 0.64753], [-0.57384, -0.27717, 1.94631], [-1.81863, -0.99524, 2.12325], [-2.57950, -1.81586, 1.89413], [2.34069, 1.30263, -1.22076], [1.48191, 1.64546, 0.33529], [1.43681, 2.78382, -0.97161], [-1.35579, 1.98917, -2.49144], [-0.86863, 0.47289, -3.08170], [0.21401, 1.82777, -3.32083], [0.45157, -2.83678, 0.91193], [1.34038, -1.85857, -0.43943], [1.77444, -1.60390, 1.24764], [0.00827, -0.58437, 2.78116], [-0.61579, 0.84728, 1.98811], [-3.33771, -2.50880, 1.82130]], "atomic_forces_ev_per_a": [[-0.8372, -0.2835, 2.3769], [1.3813, 0.3081, -1.3918], [0.6996, -0.9759, -2.8385], [-0.4165, 1.0001, 0.0654], [-1.0106, 0.2001, 0.0021], [-0.9359, -2.1422, -2.6953], [0.4912, 1.8585, -0.2806], [-0.7686, -1.2848, -1.6087], [-0.4478, 0.3668, 0.8168], [0.0486, -0.3885, -0.3361], [0.6156, 0.1489, -1.0076], [-0.4069, 0.5804, -0.4909], [-0.5366, 0.7635, 0.6093], [0.2844, 0.3076, 0.8596], [-0.7838, -0.6079, 2.1417], [0.7631, 1.6089, -0.3140], [-0.5338, -0.4521, 1.7355], [1.6056, 0.0347, 1.4445], [1.0057, -0.2548, 0.7960], [-0.5095, -1.1237, 0.0400], [0.2918, 0.3360, 0.0756]], "e_homo_ha": -0.68454, "gap_ev": 9.2, "e_lumo_ev": -9.38, "multiplicity": 1, "e_tot_ha": -382.6421, "smiles": "CC(C)=C=[N+](C)CC#[NH+]", "total_charge": 2, "de_lowest_kcal_mol": 49.0}

---

(3)
{"formula": "CH6NO2", "method": "ωB97M-V with the def2-TZVPD basis set", "species": ["N", "C", "O", "H", "H", "H", "H", "H", "H", "O"], "positions_angstrom": [[1.32216, 1.23190, 1.06125], [0.53533, 0.65050, -0.09011], [0.36779, -0.68491, -0.02901], [1.02930, 0.67522, 1.85947], [2.31150, 1.02763, 0.94865], [-0.41829, 1.20794, -0.07679], [1.13614, 0.97767, -0.97325], [-2.12227, -0.67869, -1.63894], [-1.10134, -0.95248, -0.49916], [-2.05625, -1.15516, -0.79803]], "atomic_forces_ev_per_a": [[-0.2228, 0.1957, 0.0683], [0.8536, -0.3610, 0.3092], [-0.1952, 0.2681, -0.1311], [0.0081, -0.0007, 0.0681], [-0.1477, -0.2192, -0.1592], [-0.0907, 0.1331, -0.1287], [-0.2624, 0.1523, -0.1083], [-0.0136, -0.2314, 0.3469], [0.3860, -0.2389, 0.2736], [-0.3153, 0.3019, -0.5388]], "e_homo_ha": -0.11592, "gap_ev": 7.9, "e_lumo_ev": 4.78, "multiplicity": 1, "e_tot_ha": -246.9468, "total_charge": -1, "de_lowest_kcal_mol": 1.5}

---

(4)
{"formula": "C6H14O", "method": "ωB97M-V with the def2-TZVPD basis set", "species": ["C", "C", "C", "C", "C", "C", "H", "H", "H", "H", "H", "H", "H", "H", "H", "H", "H", "H", "O", "H", "H"], "positions_angstrom": [[1.98912, -1.97273, 0.05920], [1.22129, -0.67490, 0.05607], [-0.04672, -0.40829, 0.87426], [-0.36177, 0.70573, -0.30769], [-1.67598, 1.22267, -0.94019], [0.42242, -0.26798, -1.17486], [2.45143, -2.17472, 1.03097], [2.79275, -1.88994, -0.68227], [1.35578, -2.82176, -0.21710], [1.90477, 0.14870, 0.30555], [0.15559, -0.23574, 1.94991], [-0.74616, -1.25630, 0.83213], [0.26162, 1.58625, -0.10333], [-2.56178, 0.62388, -0.70900], [-1.56517, 1.19502, -2.03660], [-1.89139, 2.27048, -0.69322], [-0.26343, -1.08607, -1.44115], [0.92701, 0.10272, -2.06741], [-1.30512, 1.96052, 1.95010], [-0.90073, 1.09977, 1.79374], [-2.16352, 1.87267, 1.52086]], "atomic_forces_ev_per_a": [[0.0201, -0.1118, 0.0096], [0.1994, -0.0807, -0.1452], [-0.0897, 0.0998, -0.2153], [0.0062, -0.1631, 0.0739], [-0.0044, -0.1683, 0.1806], [0.1913, -0.0371, -0.3326], [-0.0839, -0.0238, -0.0990], [-0.0761, -0.1621, 0.1205], [0.0546, 0.0610, 0.0652], [0.0001, -0.1328, -0.1333], [-0.2894, 0.4842, -0.4519], [0.0626, 0.2479, -0.2525], [-0.0539, -0.3447, 0.1157], [0.1002, -0.0502, 0.0725], [0.0491, -0.0779, 0.3308], [0.0934, -0.3145, 0.1550], [0.2507, 0.0382, -0.1447], [0.0348, 0.0483, -0.0093], [-0.4645, 0.2291, 0.3819], [-0.0390, 0.2882, 0.1445], [0.0383, 0.1704, 0.1337]], "e_homo_ha": -0.39749, "gap_ev": 11.8, "e_lumo_ev": 0.98, "multiplicity": 1, "e_tot_ha": -312.1954, "smiles": "C[C@H]1C[C@@H](C)C1.O", "de_lowest_kcal_mol": 37.4}